(1)
A single C27H54NO7PS2 molecule in a non-equilibrium geometry. Source: the Open Molecules 2025 dataset; level of theory: the ωB97M-V functional and the def2-TZVPD basis.

ORCA input file:
```
! RIJCOSX wB97M-V def2-TZVPD def2/J DEFGRID3
* xyz 0 1
C -5.80 0.76 2.13
C -6.00 -0.18 3.35
C -4.97 -1.31 3.45
C -3.56 -0.93 4.01
C -3.33 0.56 4.27
C -2.03 0.83 5.05
C -0.79 0.28 4.32
C 0.50 1.06 4.63
C 0.44 2.57 4.32
C -0.19 2.90 2.95
C 0.60 2.29 1.76
C -0.36 2.17 0.54
C -0.95 0.78 0.31
C 0.07 -0.32 -0.06
C 0.89 0.00 -1.35
C 0.73 -1.08 -2.46
C -0.31 -0.56 -3.49
C -1.77 -0.59 -2.95
P -2.69 0.96 -3.26
O -3.05 1.04 -4.66
O -1.88 2.27 -2.81
O -4.07 0.83 -2.42
O -0.24 -1.09 -4.82
S -0.27 -2.70 -5.02
O -0.83 -3.32 -3.84
O 1.34 -3.03 -5.01
C 1.93 -3.01 -3.70
C 2.05 -1.60 -3.06
C 3.15 -1.81 -1.98
C 2.77 -2.79 -0.86
C 4.01 -2.98 0.05
S 3.55 -3.15 1.81
C 2.68 -0.65 -4.12
C 3.00 0.73 -3.57
O 2.16 1.59 -3.61
N 4.24 0.98 -2.95
C 5.37 0.92 -3.90
C 4.25 2.25 -2.23
H -6.73 0.96 1.62
H -5.34 1.68 2.49
H -5.08 0.28 1.45
H -6.11 0.39 4.27
H -6.97 -0.67 3.20
H -5.40 -2.05 4.14
H -4.93 -1.79 2.47
H -3.36 -1.55 4.88
H -2.84 -1.24 3.25
H -3.26 1.06 3.30
H -4.13 1.01 4.86
H -2.08 0.37 6.04
H -1.96 1.91 5.15
H -0.96 0.36 3.25
H -0.61 -0.75 4.63
H 0.72 0.96 5.70
H 1.31 0.60 4.06
H 1.47 2.93 4.30
H -0.11 3.13 5.08
H -1.21 2.52 2.87
H -0.25 3.98 2.83
H 1.08 1.35 2.04
H 1.34 3.04 1.49
H 0.18 2.56 -0.34
H -1.20 2.86 0.68
H -1.70 0.88 -0.48
H -1.50 0.46 1.20
H 0.77 -0.37 0.78
H -0.48 -1.26 -0.14
H 0.54 0.98 -1.67
H 1.91 0.15 -1.01
H 0.26 -1.94 -1.97
H -0.08 0.50 -3.61
H -2.28 -1.34 -3.54
H -1.81 -0.95 -1.92
H -1.14 2.03 -2.23
H -3.91 0.45 -1.54
H 2.96 -3.33 -3.84
H 1.49 -3.73 -3.02
H 3.47 -0.87 -1.53
H 4.04 -2.22 -2.47
H 2.50 -3.78 -1.20
H 1.92 -2.42 -0.27
H 4.77 -2.22 -0.12
H 4.46 -3.93 -0.24
H 3.92 -4.41 2.15
H 2.12 -0.59 -5.05
H 3.64 -1.11 -4.38
H 5.39 1.83 -4.50
H 6.29 0.85 -3.32
H 5.28 0.01 -4.49
H 5.27 2.41 -1.87
H 4.04 3.09 -2.90
H 3.62 2.25 -1.35
*
```

## Properties
Relative energy (zero: lowest compared OMol25 entry of this formula, charge and spin), kcal/mol: 27.7

(2)
9 unconnected molecules or ions with the total composition C27H54O27 in a non-equilibrium geometry. Source: the Open Molecules 2025 dataset; level of theory: the ωB97M-V functional and the def2-TZVPD basis.

ORCA input file:
```
! RIJCOSX wB97M-V def2-TZVPD def2/J DEFGRID3
* xyz 0 1
C 7.70 -0.60 0.00
O 8.91 -0.08 -0.57
C 9.95 0.18 0.21
O 9.88 0.21 1.44
O 11.03 0.66 -0.58
C 12.14 1.13 0.13
H 6.99 -0.35 -0.80
H 7.51 -0.05 0.92
H 7.83 -1.65 0.23
H 12.52 0.29 0.71
H 11.86 1.97 0.77
H 12.99 1.50 -0.44
C -4.73 2.90 -14.83
O -3.79 3.28 -13.91
C -3.23 2.38 -13.14
O -3.45 1.13 -13.17
O -2.61 2.98 -12.20
C -2.30 2.38 -10.93
H -5.75 3.16 -14.56
H -4.65 1.84 -15.07
H -4.48 3.43 -15.75
H -2.20 3.08 -10.10
H -1.42 1.77 -11.12
H -3.08 1.73 -10.54
C 8.83 -6.87 5.19
O 7.61 -7.56 5.35
C 6.41 -7.04 5.18
O 6.18 -5.95 4.62
O 5.55 -7.95 5.62
C 4.18 -7.81 5.58
H 8.93 -6.87 4.11
H 9.63 -7.50 5.57
H 8.83 -5.84 5.57
H 3.84 -7.12 6.36
H 3.61 -8.70 5.84
H 3.94 -7.45 4.58
C -4.69 2.18 5.99
O -5.19 3.41 5.42
C -4.35 4.38 5.04
O -4.64 5.35 4.36
O -3.08 4.07 5.26
C -2.04 4.87 4.77
H -5.55 1.66 6.40
H -4.01 2.38 6.83
H -4.26 1.50 5.26
H -2.30 4.92 3.71
H -1.12 4.33 4.98
H -2.03 5.84 5.27
C -4.73 6.95 -6.37
O -5.52 6.49 -7.47
C -6.41 5.48 -7.24
O -6.79 5.15 -6.13
O -6.71 4.93 -8.44
C -7.85 4.05 -8.47
H -3.70 6.60 -6.47
H -5.11 6.69 -5.38
H -4.58 8.03 -6.40
H -8.77 4.56 -8.21
H -7.71 3.26 -7.74
H -7.97 3.45 -9.37
C 4.94 5.78 8.56
O 4.00 6.79 8.43
C 4.33 8.10 8.70
O 5.31 8.43 9.34
O 3.36 8.94 8.23
C 3.56 10.34 8.41
H 5.27 5.74 9.60
H 5.78 5.98 7.90
H 4.46 4.86 8.21
H 4.27 10.52 7.61
H 3.80 10.55 9.46
H 2.72 11.02 8.34
C 0.28 -0.81 3.17
O -0.76 -0.55 2.17
C -0.58 0.43 1.30
O 0.45 1.11 1.15
O -1.66 0.57 0.52
C -1.71 1.49 -0.57
H 0.82 0.04 3.60
H 1.02 -1.49 2.74
H -0.14 -1.46 3.93
H -1.88 2.50 -0.19
H -2.47 1.14 -1.27
H -0.81 1.52 -1.18
C -5.92 -10.02 7.93
O -6.01 -8.89 7.05
C -4.89 -8.56 6.31
O -3.75 -9.06 6.50
O -5.26 -7.63 5.40
C -4.20 -7.15 4.56
H -5.68 -9.73 8.96
H -5.27 -10.83 7.59
H -6.83 -10.60 7.98
H -3.80 -7.89 3.87
H -3.42 -6.73 5.20
H -4.64 -6.39 3.91
C -0.90 -4.94 -4.36
O -1.43 -5.46 -5.58
C -1.84 -4.49 -6.49
O -1.82 -3.28 -6.31
O -2.24 -5.15 -7.62
C -2.51 -4.50 -8.92
H -0.98 -5.66 -3.55
H -1.45 -4.03 -4.11
H 0.12 -4.56 -4.44
H -3.53 -4.14 -9.08
H -2.30 -5.29 -9.64
H -1.87 -3.67 -9.20
*
```

## Properties
Relative energy (zero: lowest compared OMol25 entry of this formula, charge and spin), kcal/mol: 124.6
SMILES: COC(=O)OC.COC(=O)OC.COC(=O)OC.COC(=O)OC.COC(=O)OC.COC(=O)OC.COC(=O)OC.COC(=O)OC.COC(=O)OC

(3)
A molecular structure, C27H55F3OPYb in a non-equilibrium geometry. Source: the Open Molecules 2025 dataset; level of theory: the ωB97M-V functional and the def2-TZVPD basis.

ORCA input file:
```
! RIJCOSX wB97M-V def2-TZVPD def2/J DEFGRID3
* xyz 1 1
C 4.23 -4.53 0.83
C 5.65 -4.48 1.44
C 5.99 -3.18 2.17
C 5.78 -1.92 1.32
C 6.82 -1.78 0.12
C 6.20 -1.07 -1.12
C 5.80 0.43 -0.86
C 4.83 0.91 -1.96
C 3.51 1.45 -1.31
C 3.59 3.00 -1.19
C 3.21 3.58 0.20
C 2.12 2.81 0.96
C 0.82 2.65 0.12
C -0.13 3.83 0.46
C -1.30 3.84 -0.53
C -2.26 2.68 -0.18
C -3.71 3.04 -0.58
C -4.63 3.31 0.62
C -5.32 2.06 1.21
C -5.87 1.06 0.20
P -4.59 -0.42 -0.11
C -5.03 -1.26 1.58
C -3.87 -2.03 2.22
C -2.55 -1.34 2.28
F -2.43 -0.06 2.60
C -1.46 -2.02 2.06
F -0.37 -1.73 2.72
F -1.36 -2.97 1.21
C -5.97 -1.32 -1.09
O -5.45 -2.44 -1.79
C -6.19 -2.76 -2.93
C -5.43 -3.75 -3.83
H 3.62 -5.28 1.32
H 3.69 -3.59 0.92
H 4.30 -4.78 -0.23
H 6.42 -4.66 0.69
H 5.73 -5.30 2.16
H 5.40 -3.06 3.08
H 7.06 -3.21 2.44
H 4.77 -1.85 0.91
H 5.89 -1.02 2.00
H 7.11 -2.79 -0.15
H 7.71 -1.21 0.51
H 5.35 -1.66 -1.47
H 6.92 -1.04 -1.94
H 5.36 0.49 0.15
H 6.71 1.05 -0.85
H 5.31 1.69 -2.54
H 4.55 0.10 -2.64
H 2.65 1.18 -1.93
H 3.43 0.95 -0.35
H 4.58 3.39 -1.44
H 2.91 3.41 -1.93
H 2.82 4.59 0.02
H 4.10 3.74 0.81
H 1.83 3.39 1.84
H 2.51 1.85 1.29
H 0.34 1.69 0.34
H 1.01 2.69 -0.95
H 0.49 4.74 0.41
H -0.48 3.64 1.48
H -0.95 3.76 -1.56
H -1.81 4.81 -0.42
H -2.18 2.50 0.89
H -1.93 1.75 -0.67
H -3.68 3.97 -1.16
H -4.08 2.28 -1.28
H -3.99 3.71 1.41
H -5.36 4.09 0.41
H -4.66 1.60 1.95
H -6.19 2.41 1.79
H -6.84 0.65 0.47
H -6.02 1.58 -0.75
H -3.63 -1.50 -0.36
H -4.16 0.16 -1.41
H -3.58 0.42 0.51
H -5.37 -0.52 2.30
H -5.87 -1.96 1.48
H -4.16 -2.20 3.27
H -3.73 -3.03 1.80
H -6.86 -1.57 -0.49
H -6.33 -0.61 -1.86
H -7.14 -3.25 -2.68
H -6.46 -1.90 -3.55
H -4.36 -3.68 -3.62
H -5.56 -3.49 -4.88
H -5.81 -4.76 -3.72
Yb 7.99 0.03 1.33
*
```

(4)
A molecular structure, C27H55NO16Zr in a non-equilibrium geometry. Source: the Open Molecules 2025 dataset; level of theory: the ωB97M-V functional and the def2-TZVPD basis.

ORCA input file:
```
! RIJCOSX wB97M-V def2-TZVPD def2/J DEFGRID3
* xyz 2 1
Zr -11.10 -3.14 19.92
O -11.60 -2.01 18.25
C -11.46 -2.65 16.99
C -11.30 -4.16 17.14
O -10.89 -4.56 18.43
H -10.56 -2.29 16.48
H -12.32 -2.41 16.35
H -12.32 -4.56 16.95
H -10.69 -4.64 16.37
C -10.33 0.85 15.77
N -8.98 0.92 16.38
O -8.25 -0.03 16.26
O -8.76 1.87 17.10
H -10.34 0.04 15.05
H -10.64 1.78 15.29
H -10.99 0.70 16.63
O -11.94 -5.05 20.86
C -12.38 -6.10 21.37
O -12.99 -7.01 20.69
C -13.17 -6.86 19.25
C -12.33 -7.86 18.48
C -12.22 -6.40 22.81
H -12.99 -5.85 18.87
H -14.22 -7.08 19.07
H -11.37 -8.07 18.94
H -12.19 -7.56 17.44
H -12.86 -8.81 18.40
H -11.15 -6.39 23.02
H -12.66 -7.36 23.08
H -12.68 -5.61 23.40
O -10.11 -0.96 20.16
C -9.96 0.20 20.57
O -8.87 0.64 21.10
C -7.64 -0.13 21.03
C -7.08 -0.11 19.62
C -11.01 1.25 20.44
H -7.85 -1.16 21.33
H -6.98 0.36 21.73
H -6.74 0.89 19.35
H -7.78 -0.51 18.89
H -6.16 -0.71 19.64
H -10.62 2.16 19.99
H -11.40 1.53 21.42
H -11.84 0.88 19.85
O -13.57 -3.57 19.53
C -14.71 -3.14 19.31
O -15.73 -3.42 20.06
C -15.57 -4.40 21.13
C -16.88 -4.43 21.87
C -15.00 -2.25 18.15
H -14.77 -4.05 21.79
H -15.30 -5.35 20.67
H -17.08 -3.45 22.29
H -16.84 -5.16 22.69
H -17.71 -4.72 21.23
H -15.99 -1.81 18.26
H -15.05 -2.86 17.25
H -14.22 -1.50 18.03
O -8.83 -2.88 18.98
C -7.85 -3.33 18.37
O -6.81 -3.84 18.94
C -6.73 -3.88 20.40
C -5.60 -4.83 20.75
C -7.76 -3.31 16.88
H -7.67 -4.31 20.74
H -6.60 -2.86 20.77
H -5.79 -5.80 20.29
H -5.61 -5.03 21.83
H -4.64 -4.43 20.45
H -8.76 -3.43 16.48
H -7.10 -4.08 16.51
H -7.45 -2.31 16.56
O -9.82 -2.92 11.46
C -9.84 -2.63 12.62
O -10.86 -1.97 13.22
C -11.85 -1.41 12.35
C -13.02 -1.00 13.22
C -8.77 -3.00 13.62
H -12.17 -2.16 11.63
H -11.45 -0.56 11.80
H -13.39 -1.88 13.74
H -13.82 -0.63 12.59
H -12.72 -0.24 13.94
H -9.20 -3.47 14.50
H -8.36 -2.03 13.95
H -7.98 -3.54 13.11
O -6.89 -7.28 18.92
C -8.06 -7.46 19.03
O -8.90 -7.74 18.02
C -8.36 -7.99 16.72
C -8.89 -6.98 15.72
C -8.77 -7.42 20.36
H -8.61 -8.99 16.36
H -7.27 -7.95 16.72
H -8.60 -7.23 14.70
H -8.58 -5.97 15.99
H -9.99 -7.00 15.79
H -9.84 -7.26 20.28
H -8.31 -6.66 20.99
H -8.58 -8.37 20.86
*
```

## Properties
Relative energy (zero: lowest compared OMol25 entry of this formula, charge and spin), kcal/mol: 0.0

(5)
A gas-phase ion, C27H56N3O2 (charge +1) in a non-equilibrium geometry. Source: the Open Molecules 2025 dataset; level of theory: the ωB97M-V functional and the def2-TZVPD basis.

ORCA input file:
```
! RIJCOSX wB97M-V def2-TZVPD def2/J DEFGRID3
* xyz 1 1
C -2.54 -3.47 -6.06
C -0.99 -3.24 -6.02
C -0.55 -1.96 -5.18
C -1.51 -1.60 -3.97
C -2.53 -0.49 -4.43
C -2.94 0.42 -3.17
C -2.81 1.94 -3.53
C -2.85 2.94 -2.30
C -3.26 2.25 -0.93
C -3.26 3.35 0.20
C -3.55 2.75 1.64
C -2.30 2.89 2.58
C -2.31 1.94 3.83
C -0.91 1.17 3.94
C -0.94 0.02 4.99
C 0.38 -0.88 5.03
N 1.29 -0.47 3.94
C 1.47 -1.16 2.84
N 0.80 -2.38 2.59
C 1.19 -2.83 1.22
C 2.08 -4.12 1.08
C 1.69 -1.46 0.60
C 0.37 -0.83 0.02
C 0.60 0.50 -0.78
C 1.03 1.73 0.13
O 1.48 0.33 -1.89
N 2.34 -0.80 1.76
C 3.72 -1.24 2.08
O 4.23 -0.50 3.18
C 4.57 0.85 2.77
C 6.01 0.79 2.08
C 5.83 1.19 0.56
H -3.01 -2.48 -6.30
H -2.85 -4.25 -6.79
H -2.89 -3.82 -5.06
H -0.68 -3.02 -7.08
H -0.41 -4.13 -5.67
H -0.58 -1.10 -5.90
H 0.52 -2.09 -4.89
H -2.06 -2.49 -3.57
H -0.85 -1.26 -3.13
H -2.09 0.23 -5.16
H -3.48 -0.90 -4.85
H -3.94 0.14 -2.75
H -2.18 0.19 -2.38
H -1.80 2.06 -4.03
H -3.55 2.21 -4.33
H -1.85 3.43 -2.24
H -3.64 3.71 -2.50
H -2.57 1.43 -0.63
H -4.28 1.83 -1.06
H -4.08 4.07 -0.05
H -2.28 3.88 0.16
H -3.97 1.71 1.60
H -4.36 3.41 2.07
H -1.40 2.66 1.96
H -2.20 3.94 2.92
H -2.34 2.59 4.74
H -3.18 1.24 3.88
H -0.65 0.86 2.90
H -0.17 1.95 4.26
H -1.03 0.48 6.01
H -1.85 -0.63 4.88
H 0.05 -1.94 4.93
H 0.91 -0.79 6.00
H 1.84 0.39 3.99
H 0.95 -3.12 3.28
H 0.21 -3.14 0.77
H 1.82 -4.87 1.87
H 3.16 -3.87 1.09
H 1.85 -4.59 0.09
H 2.49 -1.54 -0.18
H -0.08 -1.58 -0.67
H -0.36 -0.70 0.86
H -0.40 0.79 -1.20
H 2.12 1.73 0.35
H 0.47 1.59 1.10
H 0.73 2.66 -0.39
H 1.29 1.07 -2.48
H 3.71 -2.30 2.44
H 4.36 -1.18 1.17
H 3.78 1.25 2.09
H 4.63 1.52 3.66
H 6.70 1.49 2.63
H 6.47 -0.22 2.19
H 4.82 0.82 0.24
H 6.60 0.76 -0.12
H 5.79 2.31 0.50
*
```

## Properties
SMILES: CCCCCCCCCCCCCCCCNC1=[N+](COCCC)[C@H](C[C@@H](C)O)[C@@H](C)N1

Computed electronic energy, in the same sequence as the records: -75658.4417; -84152.0466; -79889.1176; -64408.7708; -37464.6041 eV.
Computed LUMO, in the same sequence as the records: 0.0126; 0.0122; -0.2372; -0.2480; -0.1035 hartree.
Computed HOMO, in the same sequence as the records: -9.383; -10.522; -7.563; -14.100; -12.047 eV.